Entry 1:
Computed, not measured: C71H58MnN3O2P2S2 as an isolated structure in a non-equilibrium geometry, with ωB97M-V/def2-TZVPD.

Geometry as XYZ:
```
139
Properties=species:S:1:pos:R:3
Mn -0.36 0.11 0.07
O 1.80 0.43 -1.94
S 0.53 1.20 -1.68
C -0.20 1.33 -3.28
C 0.16 2.38 -4.11
C -0.31 2.52 -5.42
C -1.14 1.55 -5.91
C -1.80 1.41 -7.26
C -2.52 0.04 -7.20
C -2.25 -0.48 -5.81
C -2.63 -1.64 -5.21
C -2.17 -1.87 -3.90
C -1.36 -1.00 -3.18
P -0.91 -1.56 -1.50
C -2.62 -1.46 -0.82
C -3.79 0.66 -0.34
C -5.03 0.25 0.12
C -5.51 -1.05 0.33
C -4.85 -2.22 0.04
C -3.55 -2.38 -0.53
C -0.32 -3.26 -1.53
C -1.04 -4.41 -1.89
C -0.42 -5.65 -1.87
C 0.92 -5.76 -1.52
C 1.64 -4.63 -1.16
C 1.02 -3.39 -1.17
C -1.00 0.25 -3.78
C -1.45 0.44 -5.10
C 1.06 2.82 -1.20
C 0.44 4.00 -1.53
C 0.99 5.25 -1.20
C 2.20 5.28 -0.56
C 3.08 6.42 -0.13
C 4.27 5.76 0.62
C 3.98 4.28 0.58
C 4.61 3.20 1.14
C 4.01 1.93 1.01
C 2.85 1.71 0.30
P 2.01 0.12 0.58
C 1.58 0.30 2.37
C 0.56 2.42 3.58
C 0.48 1.92 5.00
C 1.51 0.84 5.33
C 1.41 -0.50 4.69
C 1.50 -0.73 3.37
C 3.31 -1.13 0.38
C 3.85 -1.37 -0.89
C 4.90 -2.26 -1.04
C 5.43 -2.92 0.05
C 4.92 -2.67 1.32
C 3.87 -1.77 1.48
C 2.23 2.80 -0.38
C 2.79 4.06 -0.15
H 0.85 3.12 -3.74
H 0.01 3.36 -6.02
H -1.06 1.45 -8.05
H -2.49 2.23 -7.43
H -2.11 -0.65 -7.94
H -3.58 0.12 -7.40
H -3.24 -2.38 -5.70
H -2.47 -2.80 -3.44
H -3.53 1.71 -0.33
H -5.69 1.08 0.35
H -6.50 -1.13 0.74
H -5.39 -3.14 0.23
H -3.25 -3.40 -0.75
H -2.07 -4.36 -2.19
H -0.98 -6.53 -2.15
H 1.40 -6.72 -1.52
H 2.68 -4.70 -0.89
H 1.59 -2.50 -0.90
H -0.48 3.97 -2.10
H 0.48 6.16 -1.48
H 2.54 7.12 0.51
H 3.42 6.99 -0.99
H 4.36 6.11 1.65
H 5.22 5.97 0.13
H 5.53 3.31 1.70
H 4.48 1.10 1.52
H -0.17 3.18 3.35
H -0.38 2.14 5.61
H 1.59 0.74 6.41
H 1.34 -1.36 5.33
H 1.54 -1.76 3.02
H 3.46 -0.85 -1.75
H 5.31 -2.43 -2.03
H 6.25 -3.61 -0.07
H 5.35 -3.16 2.18
H 3.55 -1.55 2.48
O -2.70 -0.09 -0.58
S -4.30 1.01 -2.89
C -6.10 1.26 -2.92
C -6.32 2.74 -2.67
C -5.23 3.47 -3.44
C -3.90 2.77 -3.11
H -6.56 0.60 -2.18
H -6.47 0.96 -3.90
H -6.23 2.96 -1.60
H -7.31 3.05 -2.98
H -5.17 4.53 -3.18
H -5.42 3.40 -4.51
H -3.47 3.16 -2.19
H -3.16 2.86 -3.90
C -2.59 -1.20 3.53
C -1.85 -0.50 2.60
N -1.08 -1.10 1.68
C -1.00 -2.43 1.72
C -1.73 -3.23 2.59
C -2.56 -2.58 3.50
C -1.81 -4.70 2.47
C -0.87 -5.62 2.31
C 0.59 -5.51 2.35
C 1.36 -6.61 2.00
C 2.73 -6.50 2.13
N 3.31 -5.40 2.62
C 2.48 -4.42 2.95
N 1.16 -4.39 2.83
H -3.21 -0.66 4.24
H -1.89 0.59 2.56
H -0.35 -2.90 0.98
H -3.16 -3.16 4.19
H -2.83 -5.07 2.54
H -1.22 -6.64 2.20
H 0.90 -7.52 1.65
H 3.39 -7.32 1.86
H 2.94 -3.55 3.39
C 0.10 1.34 1.32
C 0.82 1.52 2.45
C 1.59 2.87 4.57
C 2.65 1.81 4.81
C 3.69 2.23 5.79
C 3.76 3.49 6.23
C 2.84 4.54 5.78
C 1.80 4.27 4.98
H 3.12 1.42 3.89
H 4.41 1.49 6.12
H 4.54 3.76 6.92
H 3.00 5.55 6.13
H 1.11 5.04 4.67
```

The orbital gap (spin up / spin down) comes out at 5.54 / 4.36 eV. As for the charge: +3. Its HOMO energy (spin up / spin down) is -0.5095 / -0.5095 hartree. As for the energy above the lowest of the compared OMol25 structures with the same formula, charge and spin: 0.0 kJ/mol. As for the multiplicity: 2.



Entry 2:
Computed, not measured: C71H69GeN7P4RuSSe2 as an isolated structure in a non-equilibrium geometry, with ωB97M-V/def2-TZVPD.

Geometry as XYZ:
```
156
Properties=species:S:1:pos:R:3
Ru 0.35 0.82 1.23
Se -5.15 -3.35 0.52
P -4.03 -2.87 -1.21
C -3.35 -4.33 -2.06
C -2.87 -4.19 -3.36
C -2.47 -5.30 -4.08
C -2.57 -6.56 -3.51
C -3.07 -6.71 -2.23
C -3.46 -5.60 -1.50
C -5.06 -2.21 -2.55
C -4.86 -0.98 -3.16
C -5.62 -0.63 -4.26
C -6.57 -1.51 -4.76
C -6.80 -2.72 -4.13
C -6.05 -3.07 -3.03
C -2.77 -1.68 -0.79
C -1.38 -1.65 -0.62
N -1.12 -0.44 -0.10
N -2.26 0.20 0.07
N -3.25 -0.51 -0.34
P -0.02 -2.78 -0.95
Se 1.14 -1.78 1.70
C -0.06 -2.85 -2.78
C 0.72 -3.78 -3.46
C 0.80 -3.74 -4.84
C 0.13 -2.76 -5.56
C -0.60 -1.80 -4.88
C -0.69 -1.84 -3.50
C -0.66 -4.34 -0.25
C -0.40 -5.58 -0.79
C -0.72 -6.73 -0.10
C -1.29 -6.65 1.16
C -1.56 -5.41 1.71
C -1.25 -4.26 1.02
H -2.83 -3.21 -3.81
H -2.09 -5.18 -5.08
H -2.29 -7.43 -4.08
H -3.16 -7.69 -1.79
H -3.86 -5.70 -0.50
H -4.12 -0.29 -2.76
H -5.47 0.32 -4.75
H -7.15 -1.24 -5.63
H -7.55 -3.40 -4.51
H -6.20 -4.02 -2.52
H 1.30 -4.51 -2.92
H 1.39 -4.48 -5.37
H 0.21 -2.72 -6.63
H -1.11 -1.02 -5.43
H -1.26 -1.08 -2.99
H 0.04 -5.67 -1.77
H -0.51 -7.70 -0.53
H -1.51 -7.55 1.72
H -2.01 -5.34 2.69
H -1.45 -3.29 1.47
C -1.18 -2.25 5.49
N -0.46 -1.03 5.67
C 0.24 -0.64 6.78
C 0.78 0.58 6.53
N 0.39 0.96 5.25
C -0.37 -0.06 4.72
S -1.21 -0.13 3.28
C 0.66 2.21 4.70
C 0.85 3.30 5.56
C 1.13 4.53 5.01
C 1.21 4.65 3.63
C 0.96 3.52 2.87
N 0.70 2.32 3.37
H -1.18 -2.80 6.43
H -0.72 -2.85 4.71
H -2.21 -2.04 5.20
H 0.32 -1.25 7.65
H 1.42 1.17 7.15
H 0.74 3.18 6.62
H 1.29 5.39 5.65
H 1.43 5.59 3.16
H 0.97 3.58 1.79
C 2.28 3.51 -0.64
N 1.15 3.57 -1.52
C -0.08 4.04 -0.91
P -1.07 2.71 0.02
C -2.50 2.63 -1.10
C -2.32 2.02 -2.34
C -3.34 1.99 -3.26
C -4.58 2.54 -2.95
C -4.77 3.11 -1.70
C -3.74 3.17 -0.78
C -1.75 3.68 1.42
C -1.70 5.06 1.57
C -2.16 5.65 2.74
C -2.67 4.87 3.76
C -2.78 3.50 3.60
C -2.32 2.91 2.44
C 1.38 4.04 -2.84
C 2.36 4.98 -3.15
C 2.51 5.43 -4.45
C 1.69 4.97 -5.45
C 0.71 4.03 -5.16
C 0.56 3.57 -3.86
P 2.41 1.80 0.14
C 4.02 2.03 1.00
C 5.04 1.08 0.86
C 6.24 1.24 1.51
C 6.47 2.36 2.30
C 5.46 3.30 2.46
C 4.24 3.13 1.83
C 2.97 0.91 -1.34
C 4.11 1.32 -2.03
C 4.54 0.62 -3.14
C 3.84 -0.50 -3.57
C 2.71 -0.91 -2.89
C 2.27 -0.21 -1.78
H 2.24 4.29 0.14
H 3.20 3.64 -1.20
H -0.74 4.44 -1.68
H 0.16 4.85 -0.20
H -1.37 1.54 -2.55
H -3.18 1.52 -4.23
H -5.39 2.52 -3.66
H -5.74 3.52 -1.45
H -3.91 3.61 0.19
H -1.34 5.70 0.78
H -2.12 6.72 2.85
H -3.01 5.34 4.68
H -3.21 2.89 4.38
H -2.42 1.84 2.28
H 3.00 5.38 -2.38
H 3.28 6.16 -4.66
H 1.80 5.34 -6.46
H 0.07 3.65 -5.94
H -0.20 2.85 -3.63
H 4.89 0.22 0.23
H 7.02 0.51 1.40
H 7.41 2.49 2.80
H 5.63 4.18 3.06
H 3.46 3.85 1.98
H 4.69 2.17 -1.68
H 5.43 0.94 -3.66
H 4.19 -1.05 -4.43
H 2.18 -1.80 -3.21
H 1.38 -0.53 -1.23
C 2.68 -2.79 4.90
Ge 3.80 -1.55 3.83
C 4.50 0.01 4.87
C 5.26 -2.50 2.90
C 2.61 -0.72 2.44
H 3.29 -3.45 5.52
H 2.10 -3.41 4.21
H 2.00 -2.25 5.54
H 5.46 -0.24 5.32
H 3.81 0.30 5.66
H 4.65 0.87 4.22
H 5.98 -2.89 3.62
H 5.79 -1.84 2.22
H 4.86 -3.33 2.33
H 3.22 -0.44 1.59
H 2.16 0.19 2.85
```

The orbital gap (spin up / spin down) comes out at 6.20 / 5.02 eV. As for the charge: +1. Its HOMO energy (spin up / spin down) is -0.3270 / -0.3270 hartree. As for the multiplicity: 2.



no.,E (hartree)
1,-5684.0531
2,-11868.3129